{
  "formula": "C10H21ClNO2P2RuS",
  "method": "the ωB97M-V functional and the def2-TZVPD basis",
  "multiplicity": 6,
  "charge": 2,
  "homo_ev": [-13.921, -15.950],
  "elements": ["C", "C", "H", "H", "H", "O", "Cl", "Ru", "P", "C", "C", "H", "H", "H", "H", "H", "H", "C", "H", "H", "H", "P", "C", "C", "H", "H", "H", "C", "H", "H", "H", "H", "H", "H", "C", "O", "S", "C", "N"],
  "coordinates": [[1.751, -1.581, -3.229], [0.602, -0.891, -2.632], [1.525, -1.869, -4.252], [2.012, -2.460, -2.642], [2.562, -0.864, -3.155], [-0.566, -0.677, -2.802], [2.194, -0.662, 0.779], [-0.061, -0.020, -0.175], [-0.802, -1.897, 0.899], [-2.613, -1.973, 1.159], [-0.408, -3.413, -0.062], [-1.084, -4.228, 0.282], [-0.342, -3.225, 2.920], [0.650, -3.653, 0.123], [1.032, -2.210, 2.414], [-3.142, -1.684, 0.243], [-0.554, -3.196, -1.133], [-0.054, -2.249, 2.521], [-2.970, -2.974, 1.433], [-0.397, -1.497, 3.232], [-2.869, -1.294, 1.979], [0.644, 2.146, -0.218], [-0.698, 3.391, -0.280], [1.774, 2.644, 1.141], [2.557, 1.894, -1.629], [1.739, 3.498, -1.858], [1.051, 1.955, -2.569], [1.597, 2.413, -1.733], [2.471, 1.816, 1.316], [2.313, 3.564, 0.876], [-0.326, 4.366, -0.634], [-1.147, 3.494, 0.717], [1.205, 2.796, 2.063], [-1.491, 3.034, -0.954], [-1.735, 0.396, -0.806], [-2.755, 0.648, -1.313], [-1.515, 2.352, 3.787], [-1.241, 1.434, 2.529], [-0.909, 0.672, 1.662]]
}



{
  "formula": "C4H6O2",
  "method": "the ωB97M-V functional and the def2-TZVPD basis",
  "multiplicity": 1,
  "smiles": "C=C(O)C(C)=O",
  "homo_ev": -9.100,
  "elements": ["C", "C", "O", "C", "O", "C", "H", "H", "H", "H", "H", "H"],
  "coordinates": [[0.089, -0.911, 1.680], [0.480, -0.723, 0.228], [1.132, -1.534, -0.394], [-0.027, 0.495, -0.488], [-0.364, 1.605, 0.205], [-0.239, 0.653, -1.816], [0.504, -1.854, 2.044], [0.462, -0.079, 2.284], [-1.002, -0.924, 1.797], [-1.188, 1.126, -2.082], [-0.336, 2.111, -0.667], [0.315, 0.159, -2.587]]
}



{
  "formula": "C22H60N12O6P3",
  "method": "the ωB97M-V functional and the def2-TZVPD basis",
  "multiplicity": 2,
  "charge": -2,
  "homo_ev": [2.555, -3.165],
  "elements": ["N", "O", "O", "O", "O", "P", "N", "C", "C", "N", "C", "C", "N", "C", "C", "H", "H", "H", "H", "H", "H", "H", "H", "H", "H", "H", "H", "H", "H", "H", "H", "H", "H", "O", "P", "N", "C", "C", "N", "C", "C", "N", "C", "C", "H", "H", "H", "H", "H", "H", "H", "H", "H", "H", "H", "H", "H", "H", "H", "H", "H", "H", "O", "P", "N", "C", "C", "N", "C", "C", "N", "C", "C", "H", "H", "H", "H", "H", "H", "H", "H", "H", "H", "H", "H", "H", "H", "H", "H", "H", "H", "C", "C", "N", "H", "H", "H", "C", "C", "N", "H", "H", "H"],
  "coordinates": [[-0.054, -1.318, -0.712], [-0.553, -0.204, -0.867], [-0.787, -2.295, -0.562], [1.167, -1.523, -0.695], [-2.135, 3.740, 4.795], [-2.613, 3.639, 3.335], [-3.302, 5.080, 2.676], [-2.432, 6.097, 2.020], [-4.273, 5.743, 3.499], [-3.884, 2.532, 3.195], [-4.011, 1.312, 4.124], [-4.905, 2.664, 2.118], [-1.428, 3.054, 2.221], [-0.065, 2.931, 2.620], [-1.639, 2.827, 0.806], [-3.055, 6.661, 1.327], [-1.673, 5.613, 1.405], [-1.977, 6.575, 2.888], [-5.177, 5.197, 3.769], [-4.533, 6.741, 3.145], [-3.926, 5.855, 4.527], [-3.750, 1.573, 5.150], [-5.012, 0.905, 4.266], [-3.371, 0.505, 3.767], [-4.666, 2.095, 1.220], [-5.937, 2.470, 2.411], [-4.927, 3.649, 1.651], [0.677, 3.196, 1.867], [0.192, 3.751, 3.291], [0.210, 2.012, 3.136], [-2.508, 3.434, 0.551], [-1.854, 1.786, 0.562], [-0.724, 3.077, 0.269], [0.574, -3.115, -3.087], [-0.128, -2.482, -4.209], [0.586, -1.006, -4.901], [-0.057, -0.247, -6.023], [1.890, -0.674, -4.437], [-1.883, -1.958, -4.010], [-2.312, -0.685, -3.515], [-2.955, -2.935, -4.081], [-0.189, -3.397, -5.760], [0.912, -4.337, -5.988], [-1.166, -3.091, -6.857], [0.077, 0.835, -6.028], [-1.140, -0.335, -5.934], [0.390, -0.580, -6.960], [2.046, -0.838, -3.370], [1.934, 0.415, -4.443], [2.685, -1.122, -5.032], [-3.098, -0.807, -2.770], [-1.476, -0.113, -3.113], [-2.802, -0.197, -4.358], [-2.753, -3.759, -4.767], [-2.914, -3.479, -3.138], [-3.941, -2.564, -4.358], [1.872, -3.876, -6.216], [1.008, -5.082, -5.198], [0.681, -4.871, -6.909], [-1.886, -2.282, -6.738], [-1.816, -3.966, -6.886], [-0.581, -2.803, -7.730], [2.925, -2.996, 1.197], [3.524, -2.051, 2.136], [2.766, -2.216, 3.675], [2.869, -1.237, 4.796], [2.393, -3.509, 4.237], [3.417, -0.350, 1.796], [2.140, 0.397, 1.821], [4.227, 0.238, 0.717], [5.159, -2.451, 2.324], [6.034, -1.893, 3.362], [5.516, -3.754, 1.828], [3.440, -1.753, 5.568], [1.991, -0.784, 5.258], [3.320, -0.289, 4.502], [1.753, -3.296, 5.094], [3.307, -4.067, 4.441], [1.739, -3.986, 3.508], [1.602, 0.654, 0.908], [1.357, -0.201, 2.286], [2.354, 1.327, 2.347], [5.256, -0.037, 0.949], [3.975, -0.156, -0.267], [4.033, 1.303, 0.592], [6.941, -1.440, 2.960], [5.488, -1.077, 3.834], [6.294, -2.742, 3.995], [4.895, -4.422, 2.426], [6.595, -3.889, 1.761], [5.128, -3.837, 0.813], [-3.436, -0.740, 0.643], [-4.722, -1.039, 1.153], [-5.837, -1.248, 1.466], [-2.646, -0.572, 1.375], [-3.463, 0.247, 0.181], [-3.112, -1.468, -0.100], [1.507, 2.227, -1.710], [2.979, 2.371, -1.820], [4.151, 2.379, -1.869], [0.963, 3.059, -2.157], [1.194, 1.959, -0.701], [1.348, 1.314, -2.283]]
}



{
  "formula": "C20H41AsBr3F9N5O7Y",
  "method": "the ωB97M-V functional and the def2-TZVPD basis",
  "multiplicity": 1,
  "charge": 2,
  "homo_ev": -12.699,
  "elements": ["Y", "As", "F", "F", "F", "F", "F", "F", "C", "C", "O", "N", "C", "H", "H", "H", "H", "H", "H", "H", "C", "C", "O", "N", "C", "H", "H", "H", "H", "H", "H", "H", "C", "C", "O", "N", "C", "H", "H", "H", "H", "H", "H", "H", "C", "C", "O", "N", "C", "H", "H", "H", "H", "H", "H", "H", "C", "C", "O", "N", "C", "H", "H", "H", "H", "H", "H", "H", "C", "C", "O", "C", "O", "C", "F", "F", "F", "H", "H", "H", "H", "H", "C", "Br", "Br", "Br", "H"],
  "coordinates": [[1.608, -0.141, -42.025], [3.508, 3.480, -40.978], [1.986, 4.362, -41.203], [2.984, 3.035, -39.336], [5.084, 2.725, -40.651], [4.026, 4.033, -42.583], [4.313, 4.940, -40.306], [2.908, 1.916, -41.628], [-1.195, 3.127, -41.283], [-0.208, 2.415, -40.353], [0.596, 1.675, -40.857], [-0.312, 2.617, -39.031], [0.430, 2.027, -37.940], [-1.652, 2.415, -41.969], [-0.678, 3.922, -41.820], [-1.969, 3.568, -40.653], [-0.893, 3.410, -38.800], [1.190, 1.333, -38.298], [-0.203, 1.549, -37.192], [1.003, 2.774, -37.390], [7.581, 4.814, -40.513], [7.811, 4.477, -41.930], [8.605, 5.187, -42.587], [7.262, 3.378, -42.416], [7.205, 2.869, -43.799], [7.465, 3.856, -40.006], [6.643, 5.352, -40.375], [8.485, 5.375, -40.275], [6.533, 3.060, -41.794], [7.827, 3.457, -44.474], [6.172, 2.804, -44.141], [7.632, 1.866, -43.817], [3.931, -0.443, -37.980], [4.055, -0.366, -39.490], [3.078, -0.485, -40.208], [5.300, -0.180, -40.009], [6.590, -0.068, -39.308], [4.481, -1.316, -37.630], [2.878, -0.538, -37.715], [4.300, 0.502, -37.580], [5.315, -0.193, -41.019], [7.052, -1.042, -39.470], [6.525, 0.160, -38.244], [7.119, 0.790, -39.724], [-0.025, 3.315, -44.818], [1.201, 2.611, -44.217], [1.119, 1.592, -43.517], [2.424, 3.076, -44.545], [2.696, 4.206, -45.326], [-0.876, 3.191, -44.149], [-0.280, 2.881, -45.785], [0.134, 4.387, -44.928], [3.212, 2.590, -44.141], [2.093, 5.109, -45.226], [2.659, 3.935, -46.381], [3.719, 4.496, -45.087], [7.594, 2.540, -34.460], [6.665, 2.441, -35.649], [6.290, 1.303, -35.926], [6.204, 3.494, -36.292], [5.321, 3.404, -37.517], [7.223, 1.946, -33.625], [7.714, 3.572, -34.130], [8.596, 2.183, -34.696], [6.375, 4.382, -35.843], [4.281, 3.239, -37.234], [5.502, 2.616, -38.249], [5.435, 4.357, -38.032], [1.797, 7.167, -39.196], [0.587, 6.257, -39.138], [-0.592, 6.992, -38.820], [-1.753, 6.356, -38.410], [-1.805, 5.168, -38.091], [-2.962, 7.307, -38.226], [-4.037, 6.798, -38.827], [-3.177, 7.264, -36.910], [-2.693, 8.555, -38.534], [2.306, 7.367, -38.253], [1.436, 8.082, -39.664], [2.537, 6.772, -39.893], [0.826, 5.373, -38.547], [0.392, 5.763, -40.090], [4.690, 7.067, -43.606], [6.334, 8.059, -42.953], [4.167, 7.506, -45.450], [3.145, 7.463, -42.442], [4.894, 5.997, -43.566]]
}



{
  "formula": "C4H8O2",
  "method": "the ωB97M-V functional and the def2-TZVPD basis",
  "multiplicity": 1,
  "homo_ev": -8.614,
  "elements": ["C", "C", "O", "C", "O", "C", "H", "H", "H", "H", "H", "H", "H", "H"],
  "coordinates": [[-2.009, -0.472, 0.239], [-1.624, 0.740, -0.344], [0.282, 0.932, -0.339], [0.947, -0.095, -0.045], [0.445, -1.259, 0.111], [2.436, 0.058, 0.114], [-0.748, -1.053, 0.227], [-2.324, -0.460, 1.280], [-2.492, -1.195, -0.415], [-1.627, 0.843, -1.425], [-1.683, 1.682, 0.192], [2.671, 1.082, 0.408], [2.917, -0.143, -0.849], [2.810, -0.659, 0.846]]
}



{
  "formula": "C19H19ClN2O3",
  "method": "the ωB97M-V functional and the def2-TZVPD basis",
  "multiplicity": 1,
  "smiles": "CC(=O)c1cccc(NC(=O)CCCNC(=O)c2ccc(Cl)cc2)c1",
  "homo_ev": -8.518,
  "elements": ["C", "C", "O", "C", "C", "C", "C", "C", "C", "H", "H", "H", "N", "C", "O", "C", "H", "H", "C", "H", "C", "N", "C", "O", "C", "C", "C", "C", "C", "C", "H", "H", "Cl", "H", "H", "H", "H", "H", "H", "H", "H", "H", "H", "H"],
  "coordinates": [[4.074, -0.058, -0.291], [3.567, 0.671, 0.928], [4.248, 0.801, 1.920], [2.193, 1.237, 0.855], [1.357, 1.041, -0.240], [0.079, 1.583, -0.242], [-0.354, 2.346, 0.841], [0.479, 2.545, 1.925], [1.743, 1.989, 1.939], [2.406, 2.127, 2.780], [0.134, 3.132, 2.763], [-1.351, 2.762, 0.836], [-0.810, 1.394, -1.307], [-0.791, 0.424, -2.260], [0.117, -0.366, -2.421], [-2.025, 0.440, -3.151], [-1.870, -0.298, -3.940], [-2.104, 1.426, -3.614], [-3.318, 0.130, -2.392], [-3.462, 0.832, -1.569], [-3.336, -1.289, -1.811], [-2.203, -1.563, -0.953], [-2.000, -0.890, 0.202], [-2.793, -0.055, 0.607], [-0.762, -1.230, 0.963], [-0.681, -0.751, 2.269], [0.433, -0.984, 3.048], [1.487, -1.713, 2.519], [1.428, -2.195, 1.220], [0.311, -1.949, 0.444], [0.317, -2.299, -0.577], [2.256, -2.760, 0.822], [2.891, -2.006, 3.472], [0.489, -0.606, 4.056], [-1.515, -0.185, 2.656], [-1.480, -2.162, -1.312], [-4.251, -1.405, -1.221], [-3.333, -2.028, -2.613], [-4.166, 0.232, -3.072], [-1.669, 1.921, -1.218], [1.674, 0.461, -1.089], [5.075, -0.432, -0.095], [4.102, 0.621, -1.141], [3.416, -0.887, -0.536]]
}



The records above give, respectively, largest force on an atom values of 0.15346; 0.04721; 0.10149; 0.12785; 0.00642; 0.01511 Eh/bohr.
The records above give, respectively, DFT total energy values of -2234.0960; -306.4218; -3006.6473; -12481.7564; -307.6195; -1530.9207 Eh.